Here is a 3-piece molecular cluster, C29H54N5O5 overall from OMol25. Energies are from wB97M-V/def2-TZVPD.

```
93
Properties=species:S:1:pos:R:3:forces:R:3
C 5.524 -1.234 -0.263 -0.1 -0.2 0.1
C 5.451 -0.481 1.067 -0.2 -0.1 -0.1
C 4.310 0.545 1.129 0.1 -0.3 0.2
C 2.977 -0.163 1.345 0.0 0.0 0.1
N 1.829 0.744 1.067 0.2 -0.1 -0.4
N 0.786 0.142 0.389 -0.1 0.0 0.5
C 0.121 -0.841 0.855 0.0 0.2 0.2
C -0.794 -1.419 -0.173 0.3 -0.1 -0.4
O -2.026 -1.899 0.241 0.0 -0.1 0.4
C -2.694 -1.067 1.191 -0.1 -0.1 0.0
C -4.130 -1.542 1.338 0.1 0.0 -0.2
C -4.890 -0.648 2.307 -0.1 -0.3 0.1
O -4.762 -1.605 0.065 0.1 0.1 0.0
C -0.870 -0.296 -1.221 -0.1 -0.2 0.1
C -1.254 -0.803 -2.612 -0.1 0.0 -0.1
C -0.403 -1.889 -3.268 0.1 0.0 -0.1
C -0.848 -2.207 -4.700 0.0 0.0 0.2
C -2.306 -2.634 -4.851 -0.1 0.2 0.1
O -3.159 -1.514 -5.099 0.1 0.0 0.1
C 0.387 0.565 -0.994 -0.1 0.2 -0.6
N 1.524 0.222 -1.835 -0.1 0.2 0.3
C 0.040 2.069 -1.003 0.1 0.1 0.2
C -1.043 2.475 -0.034 -0.2 0.0 -0.3
C -0.773 2.754 1.297 0.0 -0.1 0.1
C -1.797 3.049 2.187 0.2 0.0 0.0
C -3.122 3.087 1.769 0.0 0.1 0.0
C -4.227 3.374 2.745 0.0 -0.4 -0.1
C -3.388 2.845 0.424 -0.1 0.0 0.1
C -2.369 2.546 -0.462 0.1 0.0 -0.1
H 6.508 -1.685 -0.396 0.0 0.1 0.0
H 5.319 -0.592 -1.120 0.1 0.0 0.0
H 4.806 -2.059 -0.295 0.0 0.1 0.0
H 6.398 0.018 1.271 0.0 0.1 0.0
H 5.297 -1.204 1.876 0.2 0.1 0.1
H 4.284 1.108 0.190 0.0 0.1 0.1
H 4.499 1.224 1.963 -0.1 0.2 -0.2
H 2.915 -1.041 0.695 -0.1 0.1 0.0
H 2.908 -0.482 2.386 0.0 -0.1 -0.1
H 2.143 1.521 0.496 -0.1 0.1 0.1
H 0.294 -1.180 1.870 0.1 -0.1 -0.1
H -0.235 -2.271 -0.588 -0.2 0.0 0.0
H -2.683 -0.014 0.876 0.0 0.0 0.0
H -2.187 -1.158 2.161 -0.1 0.1 0.0
H -4.095 -2.572 1.701 -0.1 0.0 0.0
H -5.960 -0.823 2.181 0.0 0.0 0.0
H -4.673 0.408 2.127 0.0 0.0 0.0
H -4.650 -0.892 3.343 0.1 0.1 0.0
H -5.135 -0.739 -0.134 0.0 0.0 0.0
H -1.705 0.325 -0.894 0.1 0.0 0.0
H -1.382 0.048 -3.292 0.1 0.0 0.0
H -2.258 -1.223 -2.477 0.0 0.2 0.0
H -0.444 -2.807 -2.671 0.0 0.0 0.0
H 0.646 -1.601 -3.307 0.1 0.0 0.1
H -0.204 -3.004 -5.083 0.0 0.1 0.0
H -0.695 -1.313 -5.314 0.0 -0.1 -0.1
H -2.637 -3.161 -3.950 0.0 -0.1 -0.1
H -2.412 -3.303 -5.705 0.0 0.0 0.1
H -3.678 -1.325 -4.314 -0.1 0.0 0.0
H 1.306 0.401 -2.810 -0.1 -0.1 0.0
H 2.293 0.854 -1.620 0.1 -0.1 -0.1
H -0.274 2.291 -2.027 0.1 0.0 0.0
H 0.952 2.654 -0.831 0.0 0.0 0.0
H 0.252 2.736 1.651 0.0 0.0 0.0
H -1.562 3.252 3.224 -0.1 0.0 0.0
H -4.496 2.447 3.260 0.0 0.1 0.1
H -3.903 4.068 3.516 -0.1 0.1 0.0
H -5.121 3.731 2.234 0.0 0.2 0.0
H -4.412 2.898 0.071 0.0 0.0 0.0
H -2.607 2.364 -1.505 0.0 0.0 0.0
C -1.875 2.555 6.311 -0.1 0.0 0.0
O -2.556 2.454 5.304 0.1 0.0 0.0
N -1.014 1.615 6.737 0.1 0.0 0.0
C -0.229 1.776 7.946 0.0 -0.1 -0.1
C -0.879 0.399 5.956 0.0 0.0 0.0
H -1.915 3.439 6.965 0.0 0.0 0.0
H 0.838 1.743 7.723 0.0 0.0 0.0
H -0.460 0.988 8.665 0.0 0.0 0.0
H -0.459 2.737 8.401 0.0 0.0 0.0
H -0.546 0.633 4.942 0.0 0.0 0.0
H -1.836 -0.119 5.883 0.0 0.0 0.0
H -0.152 -0.250 6.436 0.0 0.0 0.0
C 5.395 -1.227 -4.597 0.0 0.0 0.0
O 5.412 -0.409 -3.695 0.0 0.0 0.1
N 4.265 -1.646 -5.199 0.0 0.0 0.0
C 4.255 -2.624 -6.268 0.0 0.1 0.0
C 3.023 -1.066 -4.728 0.1 0.0 0.0
H 6.309 -1.693 -4.997 0.0 0.0 0.0
H 3.827 -2.200 -7.178 0.0 0.0 0.0
H 3.674 -3.503 -5.983 0.0 0.0 0.0
H 5.276 -2.937 -6.478 0.0 0.0 0.0
H 3.046 0.019 -4.859 -0.1 0.0 0.0
H 2.901 -1.275 -3.664 -0.1 0.0 0.0
H 2.187 -1.481 -5.286 0.0 0.0 0.0
```
Forces are in eV/Å.

Output
- total charge = +1
- gap between HOMO and LUMO (eV) = 8.2784
- largest force on an atom (eV Å⁻¹) = 0.64
- E_LUMO (eV) = -3.143
- HOMO level (eV) = -11.42

Here is a 9-piece molecular cluster, C29H54O27 overall from OMol25. Energies are from wB97M-V/def2-TZVPD.

```
110
Properties=species:S:1:pos:R:3:forces:R:3
C 0.503 -3.155 -1.199 -0.4 -0.3 0.1
C -0.036 -2.366 -0.005 -0.1 -0.1 -1.3
C 0.837 -1.240 0.565 1.1 -0.9 -0.9
O 0.010 -0.084 0.521 0.2 0.3 1.1
C -1.187 -0.391 0.012 -0.7 -0.7 -0.2
O -2.162 0.292 -0.012 0.3 0.7 0.0
O -1.176 -1.629 -0.489 -0.2 -0.5 0.1
H 1.246 -3.886 -0.881 0.3 0.2 -0.1
H 0.839 -2.560 -2.051 0.5 0.4 0.4
H -0.299 -3.737 -1.659 -0.2 -0.1 0.5
H -0.412 -3.073 0.735 0.1 0.2 0.2
H 1.728 -1.048 -0.040 -0.2 0.0 -0.3
H 1.277 -1.523 1.522 -0.7 0.6 0.4
C 1.656 2.152 -0.756 0.3 0.8 0.1
C 2.307 3.121 -1.736 0.5 -0.6 -0.6
C 1.520 4.366 -2.131 -1.5 -0.8 -0.1
O 2.340 5.477 -1.821 0.2 -0.2 -0.2
C 3.464 5.035 -1.234 0.0 0.2 2.1
O 4.254 5.715 -0.653 0.1 0.2 -0.9
O 3.493 3.690 -1.135 -0.4 -0.3 -0.6
H 1.246 2.741 0.063 -0.2 -0.1 0.2
H 2.415 1.484 -0.347 0.0 0.0 -0.1
H 0.861 1.552 -1.192 0.0 0.1 -0.2
H 2.601 2.570 -2.632 0.2 0.0 0.0
H 0.581 4.326 -1.567 0.2 0.8 0.3
H 1.211 4.405 -3.176 0.4 -0.1 -0.1
C 3.536 -0.171 3.334 -1.4 -0.9 1.5
O 4.226 0.771 2.567 0.1 0.5 0.1
C 4.428 0.484 1.287 -0.5 -0.9 -0.3
O 4.115 -0.563 0.772 0.2 0.0 -0.3
O 4.964 1.526 0.703 0.5 0.9 0.2
C 5.525 1.416 -0.598 0.3 -0.5 -0.5
H 4.147 -0.968 3.757 0.4 0.2 -0.2
H 2.669 -0.670 2.892 0.4 0.2 -0.9
H 3.042 0.342 4.163 0.6 0.4 0.0
H 6.030 0.459 -0.723 -0.2 -0.1 0.1
H 6.266 2.200 -0.719 -0.1 0.2 0.3
H 4.778 1.548 -1.376 -0.2 -0.1 0.1
C 0.999 -7.202 -2.279 -0.7 -0.5 0.8
O 0.248 -6.148 -2.864 0.9 0.5 -0.6
C -1.074 -6.296 -3.020 0.1 -0.2 0.1
O -1.741 -7.127 -2.487 -0.1 -0.3 -0.1
O -1.574 -5.397 -3.866 -0.6 0.9 0.5
C -0.772 -4.331 -4.378 1.9 -0.4 -0.5
H 0.723 -8.158 -2.721 0.0 0.0 0.0
H 0.765 -7.235 -1.214 0.1 -0.2 0.0
H 2.064 -7.028 -2.390 -0.1 0.4 -0.3
H -0.275 -4.744 -5.258 -0.4 0.5 -0.5
H 0.097 -4.045 -3.784 -0.4 -0.3 0.6
H -1.290 -3.394 -4.550 -0.8 -0.5 -0.2
C -3.368 -0.654 3.294 -0.3 0.9 -0.8
O -3.508 0.774 3.395 0.9 -0.1 1.2
C -4.312 1.537 2.692 -0.8 -0.5 -0.6
O -4.549 2.674 2.961 0.1 0.2 0.0
O -4.863 0.853 1.655 0.0 -0.1 0.1
C -5.835 1.599 0.943 -0.3 0.4 -1.0
H -3.158 -1.003 4.298 -0.1 -0.1 0.0
H -2.521 -0.834 2.634 0.0 -0.3 0.0
H -4.274 -1.058 2.851 0.1 -0.4 0.2
H -6.350 0.972 0.214 0.1 -0.6 0.5
H -5.373 2.349 0.297 0.2 0.3 0.5
H -6.560 2.051 1.615 0.1 0.1 0.0
C -0.344 -6.091 1.499 -0.6 0.4 0.4
O -1.395 -5.114 1.552 0.1 0.3 0.2
C -2.546 -5.321 0.894 -0.1 -1.0 0.4
O -2.815 -6.248 0.184 0.3 0.0 -0.2
O -3.366 -4.359 1.259 0.1 1.1 0.3
C -4.688 -4.347 0.752 -0.6 -0.7 -0.3
H -0.288 -6.477 0.488 0.4 -0.1 0.0
H -0.502 -6.887 2.227 -0.4 -0.1 -0.2
H 0.506 -5.537 1.891 0.3 -0.1 -0.6
H -5.231 -5.246 1.054 0.1 0.1 0.3
H -4.745 -4.357 -0.337 0.4 0.3 0.0
H -5.150 -3.460 1.172 0.0 0.0 -0.1
C -0.013 0.695 3.762 -1.6 -0.7 0.3
O 0.672 1.839 3.316 0.9 -0.3 -0.2
C -0.050 2.971 3.323 0.4 0.6 0.0
O -1.167 3.081 3.689 -0.8 -0.5 0.4
O 0.630 4.034 2.851 0.3 -0.4 0.4
C 2.048 4.030 2.827 1.4 0.7 -1.2
H -0.967 0.585 3.244 0.1 0.3 -0.1
H -0.278 0.727 4.821 0.3 0.3 0.0
H 0.516 -0.237 3.577 0.7 0.4 -0.2
H 2.382 4.179 1.798 -0.2 -0.4 -0.3
H 2.575 3.160 3.208 -0.5 -0.1 0.2
H 2.477 4.932 3.271 -0.6 -0.1 0.7
C 3.518 0.606 -4.647 0.2 -0.2 0.0
O 2.158 1.011 -4.517 0.6 1.1 0.1
C 1.236 0.092 -4.349 -0.2 -0.3 0.6
O 1.391 -1.094 -4.436 0.0 -0.6 -0.1
O 0.126 0.718 -3.983 -0.3 0.5 0.3
C -0.978 -0.100 -3.613 -0.5 -0.7 -0.7
H 3.820 -0.098 -3.871 -0.3 -0.3 -0.1
H 4.127 1.494 -4.490 -0.2 0.2 -0.3
H 3.673 0.193 -5.640 0.2 -0.1 0.1
H -1.482 -0.447 -4.517 0.0 0.0 -0.1
H -1.701 0.485 -3.054 0.3 0.2 0.2
H -0.660 -0.986 -3.068 0.1 0.2 0.2
C -2.032 3.313 0.275 -1.1 -0.8 0.7
O -1.665 4.668 0.186 0.4 1.0 -0.8
C -1.799 5.483 1.247 0.0 -1.6 1.1
O -2.260 5.126 2.296 -0.3 0.7 -0.2
O -1.257 6.655 0.981 0.3 0.7 -1.1
C -1.124 7.546 2.091 0.2 -0.7 0.4
H -2.497 3.036 1.225 0.5 0.4 0.3
H -1.171 2.674 0.100 0.0 0.1 -0.1
H -2.843 3.079 -0.418 0.4 0.2 -0.5
H -0.342 7.134 2.734 -0.3 0.0 0.3
H -2.087 7.587 2.594 0.2 0.3 0.3
H -0.753 8.508 1.753 -0.4 0.0 -0.4
```
Forces are in eV/Å.

Output
- relative energy (zero: lowest compared OMol25 entry of this formula, charge and spin) (kJ/mol) = 83.5
- total charge = 0
- gap between HOMO and LUMO (eV) = 10.0804
- structure (SMILES) = C[C@H]1COC(=O)O1.C[C@H]1COC(=O)O1.COC(=O)OC.COC(=O)OC.COC(=O)OC.COC(=O)OC.COC(=O)OC.COC(=O)OC.COC(=O)OC
- largest force on an atom (eV Å⁻¹) = 2.22
- E_LUMO (eV) = 0.134
- HOMO level (eV) = -9.95

Here is a 9-piece molecular cluster, C29H55BCl3F4N8O7 overall from OMol25. Energies are from wB97M-V/def2-TZVPD.

```
107
Properties=species:S:1:pos:R:3:forces:R:3
C 6.315 3.262 0.006 0.1 -0.5 -0.2
N 4.937 3.212 -0.557 -1.3 0.1 0.9
C 4.130 2.308 0.003 -3.1 -0.5 0.3
C 2.693 2.279 -0.187 2.3 1.7 -1.7
C 2.220 3.239 -1.105 0.8 0.3 -0.4
C 3.105 4.131 -1.804 0.3 -1.2 1.3
C 4.421 4.140 -1.443 1.1 -0.7 0.3
C 0.795 3.434 -1.397 -0.8 -0.8 0.1
C -0.047 2.337 -1.664 1.7 1.4 0.8
C -1.381 2.598 -1.707 -1.2 -0.1 0.1
N -1.898 3.825 -1.457 2.3 -0.8 -0.3
C -1.092 4.891 -1.257 -0.1 -0.6 -1.2
C 0.259 4.723 -1.336 0.2 0.3 -0.1
C -3.301 4.008 -1.260 -0.3 0.5 0.7
H 6.358 2.751 0.968 -0.6 0.4 0.1
H 6.607 4.302 0.150 0.3 -0.3 -0.4
H 6.937 2.596 -0.593 0.4 0.8 -0.5
H 4.508 1.594 0.720 0.5 0.1 0.0
H 2.045 1.564 0.296 0.1 0.0 0.2
H 2.773 4.757 -2.619 -0.1 0.2 0.2
H 5.169 4.818 -1.826 -0.1 0.1 -0.2
H 0.393 1.351 -1.668 -0.5 -0.2 -0.4
H -2.080 1.788 -1.850 -0.3 0.0 0.1
H -1.587 5.850 -1.208 0.1 0.1 0.3
H 0.870 5.612 -1.373 0.2 -0.1 0.5
H -3.761 3.022 -1.327 -0.5 0.5 -0.1
H -3.628 4.822 -1.908 -0.5 -0.6 -0.3
H -3.301 4.423 -0.253 -1.0 -0.4 0.1
B 0.265 -1.579 -0.014 0.2 -1.0 0.7
F 1.476 -1.737 -0.582 2.0 0.0 -2.1
F -0.290 -0.367 -0.337 -0.8 1.6 -0.8
F -0.547 -2.660 -0.293 -1.2 -0.3 -0.8
F 0.511 -1.619 1.319 -0.1 0.4 3.0
O 1.533 -4.185 6.020 -0.2 0.0 -1.4
C 1.253 -4.283 4.804 2.8 -3.3 3.7
N 0.366 -3.480 4.307 -1.8 2.0 -1.6
C 1.951 -5.381 3.993 0.1 1.2 -0.4
H 0.103 -2.786 4.992 -0.3 0.2 -0.3
H 0.269 -3.291 3.320 0.0 0.0 0.1
H 1.371 -6.239 3.651 -0.4 0.3 0.2
H 2.813 -5.747 4.550 -0.2 0.2 0.1
H 2.299 -4.850 3.106 0.3 -0.4 -0.3
O 2.124 -6.709 0.734 -1.4 1.3 0.0
C 1.206 -5.869 0.763 0.6 -2.0 0.6
N 1.446 -4.559 0.554 0.0 -0.7 0.2
C -0.262 -6.250 1.052 1.0 -0.1 -0.8
H 0.670 -3.913 0.536 0.6 0.2 -0.2
H 2.418 -4.400 0.332 -0.3 0.8 -0.1
H -0.791 -6.004 0.131 -0.4 0.2 0.1
H -0.673 -5.709 1.905 0.0 -0.1 -0.1
H -0.327 -7.333 1.159 0.1 0.2 0.3
O 0.074 3.393 1.709 0.8 0.6 -0.4
C -1.097 3.045 1.786 0.9 -1.2 -0.3
N -1.458 1.856 1.309 0.0 -1.0 -0.8
C -2.128 3.861 2.396 -0.9 -0.1 2.0
H -2.354 1.402 1.414 -0.4 0.5 0.2
H -0.748 1.345 0.804 0.0 -0.2 0.3
H -1.676 4.266 3.301 0.2 1.3 -0.6
H -2.851 3.234 2.919 -0.6 -0.3 -0.8
H -2.601 4.506 1.656 0.1 0.4 0.6
O 1.136 0.537 -4.744 -0.2 -0.5 0.4
C 2.191 0.612 -4.122 -3.2 -1.9 -2.4
N 2.640 1.823 -3.860 2.5 1.1 1.7
C 2.972 -0.609 -3.762 0.3 -1.2 0.4
H 2.252 2.647 -4.297 0.1 -0.4 -0.2
H 3.602 1.751 -3.560 0.1 1.1 -0.1
H 4.018 -0.548 -4.063 0.1 0.1 0.4
H 2.587 -1.540 -4.176 -0.4 0.6 -1.2
H 2.810 -1.003 -2.758 0.5 1.0 0.8
O 3.512 1.791 4.537 0.9 0.0 0.2
C 3.017 0.724 4.217 0.0 0.1 1.5
N 2.071 0.733 3.283 -0.5 -0.5 -1.0
C 3.316 -0.602 4.899 -0.6 0.3 -0.1
H 1.865 1.670 2.968 -0.6 -0.3 -0.3
H 1.595 -0.122 3.033 -0.3 0.4 -0.3
H 3.271 -0.464 5.979 0.9 0.3 -0.1
H 4.260 -0.959 4.486 0.0 -0.2 0.6
H 2.522 -1.340 4.786 0.1 -0.1 -0.7
C 0.148 -4.128 -2.952 -1.2 -1.1 -0.1
Cl 0.143 -2.998 -4.338 0.4 -0.4 0.8
Cl 1.122 -5.600 -3.224 0.1 0.9 0.0
Cl -1.544 -4.734 -2.695 0.3 0.4 -0.1
H 0.379 -3.664 -1.993 0.4 0.2 -0.5
C -3.202 -1.114 -4.882 0.1 0.4 1.3
O -4.160 -1.484 -3.888 -0.5 0.7 0.0
C -4.318 -0.706 -2.679 -0.4 -1.4 -1.0
C -3.164 -0.982 -1.783 1.8 0.9 1.6
N -3.216 -0.272 -0.452 0.0 -0.3 -2.3
C -4.142 -0.968 0.389 0.3 1.6 -0.5
C -4.046 -0.345 1.751 -1.6 -1.4 1.4
O -4.249 1.049 1.956 0.8 1.0 -0.7
C -5.514 1.561 1.517 -0.4 -2.1 -0.1
H -3.682 -0.866 -5.829 -0.1 -0.2 0.0
H -2.477 -1.925 -4.953 -0.1 0.0 -0.4
H -2.665 -0.236 -4.523 0.2 0.2 -0.2
H -5.246 -1.148 -2.318 0.0 0.1 0.4
H -4.515 0.364 -2.745 0.2 0.3 -0.7
H -2.208 -0.617 -2.158 0.0 0.0 -0.9
H -3.006 -2.055 -1.672 -0.2 -0.2 0.1
H -2.282 -0.277 -0.067 0.1 -0.4 0.0
H -3.923 -2.036 0.408 -0.1 -0.3 0.4
H -5.097 -0.807 -0.110 -0.4 -0.3 0.6
H -3.129 -0.656 2.252 0.4 0.6 -0.2
H -4.790 -0.909 2.312 -0.4 0.2 0.6
H -6.177 0.766 1.857 -0.9 0.4 0.2
H -5.655 1.560 0.436 0.5 0.1 -0.3
H -5.832 2.534 1.891 0.7 -0.1 0.5
```
Forces are in eV/Å.

Output
- total charge = +1
- gap between HOMO and LUMO (eV) = 5.1555
- largest force on an atom (eV Å⁻¹) = 5.68
- E_LUMO (eV) = -5.333
- HOMO level (eV) = -10.49